# 1
{
  "formula": "C22H26CrN4O2",
  "method": "wB97M-V/def2-TZVPD",
  "symbols": ["N", "C", "N", "C", "H", "C", "H", "C", "C", "H", "C", "H", "C", "C", "C", "H", "H", "O", "H", "H", "C", "C", "Cr", "H", "H", "O", "H", "C", "H", "C", "H", "C", "C", "N", "H", "H", "C", "H", "N", "C", "H", "H", "C", "H", "H", "C", "H", "C", "H", "C", "H", "H", "H", "C", "H"],
  "coordinates": [[-0.855, 1.724, -1.623], [4.193, 1.774, -0.679], [0.663, -1.437, 1.432], [1.052, -1.318, -3.254], [-1.847, 1.830, 3.170], [-2.367, 3.599, -3.081], [-3.067, -4.053, -1.636], [-2.880, -1.161, 0.820], [0.252, -1.604, 2.724], [1.249, -2.375, -3.437], [2.419, 1.368, 1.273], [4.917, 1.963, -1.458], [2.873, 1.345, -0.954], [2.422, -3.114, 1.835], [-1.425, 3.987, -2.151], [-1.433, -2.484, -1.795], [0.365, -1.051, -4.057], [0.686, -1.036, -1.905], [1.718, 1.079, 2.042], [-2.054, 0.301, -2.652], [-1.040, 2.164, 2.519], [4.655, 1.939, 0.620], [-0.112, 0.117, -0.214], [2.513, 1.124, -1.948], [-2.881, -0.275, 1.438], [-1.003, 1.371, 1.361], [-4.850, -3.901, 0.308], [-2.144, -2.262, -1.012], [2.078, -2.056, -0.007], [1.994, -3.172, 3.136], [-1.124, 3.235, 2.334], [0.890, -2.483, 3.602], [3.736, 1.715, 1.646], [-1.966, -1.166, -0.161], [3.313, -3.618, 1.490], [0.557, -2.595, 4.623], [-4.059, -3.177, 0.177], [1.959, -0.801, -3.567], [1.948, 1.082, 0.026], [-3.145, -3.279, -0.886], [-0.137, 2.169, 3.129], [-3.395, 1.890, -3.826], [1.738, -2.221, 1.005], [-0.488, -0.919, 3.111], [-3.017, 4.306, -3.574], [-2.610, 2.251, -3.179], [2.559, -3.762, 3.842], [-3.909, -2.050, 1.007], [3.923, 1.748, 2.709], [-1.813, 1.344, -2.508], [0.013, 3.370, -0.713], [5.648, 2.350, 0.722], [-4.740, -1.856, 1.669], [-0.682, 3.028, -1.465], [-1.292, 5.051, -2.025]],
  "lowdin_charge": [0.01, -0.01, 0.02, -0.24, 0.07, -0.04, 0.11, -0.14, -0.10, 0.07, -0.06, 0.12, -0.09, -0.04, -0.03, 0.10, 0.06, -0.43, 0.10, 0.11, -0.26, -0.10, 0.98, 0.11, 0.11, -0.42, 0.11, -0.07, 0.10, -0.07, 0.07, -0.04, 0.01, 0.01, 0.12, 0.11, -0.03, 0.05, -0.04, -0.02, 0.05, 0.12, -0.08, 0.11, 0.12, -0.05, 0.12, -0.04, 0.12, -0.09, 0.12, 0.10, 0.11, -0.11, 0.11],
  "spin_multiplicity": 6,
  "charge": 1
}



# 2
{
  "formula": "C26H29N3O4S",
  "method": "wB97M-V/def2-TZVPD",
  "symbols": ["S", "H", "C", "C", "N", "H", "H", "H", "H", "C", "H", "H", "H", "C", "C", "H", "C", "C", "H", "C", "C", "H", "O", "C", "C", "H", "C", "H", "C", "H", "C", "O", "C", "H", "C", "H", "O", "H", "H", "C", "H", "C", "C", "H", "C", "H", "H", "H", "H", "H", "C", "H", "H", "O", "C", "C", "C", "N", "H", "C", "C", "N", "H"],
  "coordinates": [[-1.194, -0.085, 2.076], [-0.758, 1.840, -4.794], [1.462, -1.704, 4.414], [-2.602, -1.512, -3.843], [1.167, 0.612, -2.800], [-0.575, 1.011, -6.353], [-3.276, -2.892, -5.334], [-2.654, 0.473, -4.621], [2.870, 0.444, -3.933], [0.190, 0.893, -0.069], [0.688, 1.437, 3.457], [1.558, -1.776, -3.450], [-2.038, -0.358, -2.131], [1.797, 0.267, -4.059], [-0.267, 0.998, -5.292], [2.634, -2.201, 6.135], [-2.127, -0.467, -4.816], [-0.678, 2.539, 1.469], [1.313, -2.732, 4.117], [-3.160, -2.707, -4.275], [1.511, -1.202, -4.375], [3.928, 1.293, 8.453], [3.130, 0.084, 7.077], [0.776, 1.906, -0.820], [1.259, 1.141, -5.197], [-3.742, -4.176, -1.290], [0.643, 3.229, -0.406], [-2.745, -2.045, -0.505], [0.123, -1.343, -5.021], [1.734, 0.822, -6.125], [-3.422, -3.431, -2.003], [2.624, 2.259, -2.271], [1.111, 0.636, 4.041], [-0.356, -2.263, -4.681], [-0.094, 3.549, 0.720], [1.132, 3.999, -0.985], [-1.825, 0.478, 3.231], [-1.252, 2.743, 2.360], [2.274, -1.589, -5.050], [2.201, -1.414, 5.540], [-4.008, -4.585, -3.708], [3.339, 1.395, 7.543], [2.394, -0.092, 5.943], [0.289, -0.147, -0.338], [1.841, 0.930, 5.180], [1.971, 1.964, 5.457], [1.531, 2.181, -5.020], [2.393, 1.893, 7.778], [-0.204, 4.580, 1.022], [0.214, -1.398, -6.120], [1.613, 1.625, -2.034], [-2.356, -0.774, -5.852], [0.225, 0.255, -2.703], [-1.948, -0.975, 1.240], [-3.572, -3.660, -3.359], [0.907, -0.679, 3.650], [-2.865, -2.241, -1.559], [0.177, -0.962, 2.492], [3.897, 1.996, 6.818], [-2.461, -1.290, -2.478], [-0.512, 1.227, 1.071], [-0.707, -0.218, -4.627], [0.060, -1.944, 2.293]],
  "lowdin_charge": [0.68, 0.12, -0.02, -0.23, 0.11, 0.12, 0.11, 0.13, 0.15, 0.00, 0.09, 0.12, 0.11, -0.30, -0.18, 0.12, -0.15, -0.06, 0.11, -0.05, -0.11, 0.09, -0.09, -0.11, -0.11, 0.10, 0.00, 0.07, -0.17, 0.12, -0.09, 0.08, -0.02, 0.12, -0.04, 0.12, -0.27, 0.12, 0.11, 0.00, 0.10, -0.09, -0.28, 0.12, 0.00, 0.11, 0.12, 0.10, 0.11, 0.13, -0.45, 0.13, 0.12, -0.29, -0.09, -0.30, -0.07, -0.06, 0.09, -0.03, -0.28, -0.20, 0.12],
  "smiles": "COc1ccc(NS(=O)(=O)c2cccc(C(=O)NC3CCN(Cc4ccccc4)CC3)c2)cc1"
}



What did we get for total energy? Answer: -61701.6780, -50928.3770 eV, in the order shown.